The following is a quantum chemistry calculation of a molecular structure, C17H26AlCs2F11KMgN2O12S2Si in a non-equilibrium geometry, from OMol25.

```
76
Properties=species:S:1:pos:R:3:forces:R:3:mulliken_charge:R:1
C 6.59730 0.54436 -2.74838 -0.6098 0.2264 -0.7042 -1.8567
C 5.51406 0.57824 -3.87219 -0.2415 -0.7957 1.2894 0.0585
C 5.19637 -0.86595 -4.25873 -0.1125 -0.0687 -0.0146 -0.5213
Si 4.54487 -1.88464 -2.84861 -0.0526 -0.3620 0.1124 0.3569
O 3.80639 -3.30533 -3.42840 -0.1483 0.7380 0.1860 -0.2390
N 2.78289 -3.77018 -2.59158 -0.0933 -0.8075 -0.6776 0.3047
O 3.01401 -3.63841 -1.45469 0.0247 0.4206 0.4410 -0.2874
O 4.45214 1.31540 -3.29401 0.1408 0.2796 -0.1838 -0.3455
C 3.39156 1.63939 -4.19569 -0.3243 -0.4294 0.3659 -1.1966
C 2.09836 1.05101 -3.68120 1.5300 0.6712 -0.2577 0.3730
C 1.85678 1.12742 -2.34672 -2.7873 -0.8097 1.4066 -0.2578
C 0.58879 0.47860 -1.89079 1.7922 1.9643 0.0766 -0.2138
C -0.21486 -0.13181 -2.80525 -0.6499 -0.1510 0.7350 -0.9246
C 0.10563 -0.13400 -4.14286 -1.2466 -0.7550 -0.4400 -0.9676
C 1.23222 0.44109 -4.56473 1.2524 0.5877 -0.7816 -0.6802
H 7.21835 -0.36568 -2.82712 -0.0604 0.3110 0.2952 0.6042
H 7.21715 1.46222 -2.84950 -0.4917 -0.1133 1.2959 0.0902
H 6.10040 0.52260 -1.79600 -0.1241 0.0639 0.4911 0.5339
H 5.85416 1.10103 -4.76925 0.1015 0.2613 -0.2898 0.4551
H 4.54755 -0.94566 -5.12052 -0.3365 0.0659 -0.2667 0.6922
H 6.13728 -1.31597 -4.56037 0.2992 -0.1924 -0.3080 0.4508
H 3.49526 -1.08011 -2.22682 -0.3962 0.0601 0.2473 -0.2740
H 5.55531 -2.15187 -1.83269 0.2148 0.0047 -0.0336 -0.1747
H 3.26593 2.70958 -4.25640 0.3046 0.5071 -0.0208 0.3874
H 3.60561 1.25727 -5.18059 0.0380 -0.0909 -0.4443 0.5798
H 2.57013 1.63476 -1.65306 -0.6979 -0.2710 -1.0351 0.5654
H 0.34449 0.49795 -0.78995 -1.3033 0.3647 -2.5609 0.4457
H -1.11052 -0.62733 -2.48810 -0.3150 -0.1702 0.2277 0.7653
H -0.51457 -0.59566 -4.88371 -0.5340 -0.4718 -0.2112 0.6401
H 1.48291 0.40804 -5.60674 0.1060 -0.0766 -0.4460 0.4776
Mg 8.02075 0.84004 -4.39969 1.9057 0.0310 -1.9383 0.3293
C -3.81435 0.36480 1.04595 0.0919 0.0865 -0.0141 -0.0876
C -4.49376 0.70327 -0.27873 -0.0464 -0.1303 0.0438 -0.7351
C -3.50033 0.14278 -1.28748 0.1172 0.0296 -0.0478 -0.4524
O -2.86534 -0.98559 -0.65864 -0.0702 0.3692 0.2886 -0.4134
C -3.18821 -0.98914 0.73410 -0.1163 -0.1603 -0.1901 -0.4309
H -4.49902 0.32883 1.89532 -0.0171 -0.0446 -0.0097 0.1341
H -3.03082 1.09780 1.26594 -0.0247 0.0264 -0.0132 0.1758
H -5.44470 0.17334 -0.35343 -0.0116 -0.0069 -0.0097 0.3003
H -4.68464 1.76527 -0.41998 0.0350 0.0212 -0.0175 0.3563
H -2.72850 0.87930 -1.53373 -0.0496 0.0398 -0.0297 0.2607
H -3.97313 -0.18322 -2.21175 0.0453 -0.0708 -0.0225 0.3653
H -3.89303 -1.80634 0.91407 0.0079 0.0060 0.1374 0.2917
H -2.28490 -1.17388 1.31929 0.0647 -0.0980 -0.0463 0.2224
C 6.02609 -3.57957 0.56708 0.4675 -0.0651 0.1014 0.8199
O 4.98345 -3.18061 1.10595 -0.0336 0.1925 -0.1844 -0.5089
O 6.82906 -2.84508 -0.09549 -0.2942 -0.0983 0.2215 -0.4477
O 6.45434 -4.76722 0.63409 -0.2041 0.2632 -0.0611 -0.4100
Cs 2.15770 -0.03102 0.21848 2.7316 -1.6699 2.8542 1.1394
C -4.21166 3.79571 6.77408 -0.2522 0.7750 1.2237 0.6506
F -4.09921 4.98396 6.24346 0.0927 0.0301 -0.6045 -0.1741
F -3.19981 3.63265 7.64315 0.2085 -0.4105 -0.1886 -0.2583
F -5.34694 3.78017 7.49689 -0.0131 -0.4083 -0.3086 -0.2467
S -4.22399 2.49009 5.48639 -1.0797 2.2560 -0.2177 1.2597
O -2.95674 2.63690 4.81690 -2.2195 3.6746 -1.2907 -0.7533
O -5.35776 2.80253 4.66392 1.9373 0.2399 -0.7514 -0.7628
N -4.39249 1.21823 6.47306 -0.4754 0.6903 -1.6889 -0.7433
S -4.48198 -0.19693 5.66480 -2.3279 -3.2004 -0.1157 1.4617
O -3.26914 -0.64333 5.01507 -2.9119 -2.8935 -0.8465 -0.8027
O -5.67473 -0.40185 4.90995 -0.5302 0.9365 -0.0068 -0.6243
C -4.64224 -1.30464 7.12033 0.0379 0.2096 0.5128 0.5895
F -5.73074 -0.97766 7.80480 -0.0713 0.0705 0.0342 -0.2074
F -3.57210 -1.15501 7.90520 0.0880 0.0428 0.0026 -0.2398
F -4.72365 -2.53952 6.70604 0.0113 -0.1766 -0.1889 -0.1552
F 0.88971 -2.09173 -7.60120 -0.0414 0.3220 0.4771 -0.2744
Al -0.73696 -2.52358 -7.86768 0.2868 -0.0826 -0.1884 0.5242
F -0.92446 -4.18178 -7.81111 -0.1171 -0.2811 0.1646 -0.3785
F -1.28218 -1.90036 -9.31719 -0.2015 0.2284 -0.1690 -0.3746
F -1.61765 -1.81471 -6.58378 0.0890 0.1857 0.2633 -0.3937
Cs -7.48412 2.25641 5.63883 -3.4357 -0.8586 0.9890 1.0380
O -2.36398 3.05840 10.79935 -0.0019 0.0791 -0.0302 -0.5050
H -3.03174 2.79883 11.48806 0.0249 -0.0174 -0.0200 0.4588
H -2.77254 3.07965 9.88579 0.0693 -0.0657 0.1842 0.3679
H -1.56762 2.45965 10.82337 -0.0514 0.0065 -0.0007 0.4251
F 2.18514 -2.92541 -9.29376 0.1430 -0.0252 -0.0687 -0.3975
K -2.21701 0.95316 5.61866 10.8637 -1.0100 3.2764 0.7655
```
Forces are in eV/Å.

Net charge: +1
Electronic energy: -4942.12777 Ha
Maximum force: 0.222 Eh/bohr



The following is a quantum chemistry calculation of C3H3Cl in the gas phase in a non-equilibrium geometry, from OMol25.

```
7
Properties=species:S:1:pos:R:3:forces:R:3:nbo_charge:R:1
Cl 2.09308 0.11680 -0.09943 2.0403 0.5770 -0.6783 -0.0324
C 0.48644 0.18529 0.44584 -1.5754 -1.5988 3.2179 -0.3141
C -0.45828 -0.74401 -0.23408 0.5474 -0.1865 -1.1796 -0.1671
C -0.65365 0.51585 -0.40153 -3.4915 4.1846 -0.0392 -0.1647
H 0.43591 0.15358 1.60283 0.2279 0.4624 -1.9790 0.1944
H -0.45945 -1.71491 -0.69593 -0.4932 -0.2500 0.4908 0.2370
H -1.44405 1.48741 -0.61768 2.7445 -3.1887 0.1675 0.2469
```
Forces are in eV/Å.

Electronic energy: -576.17434 Ha
Maximum force: 0.106 Eh/bohr
Energy relative to the best compared isomer or geometry (same formula, charge and spin): 30.7 kcal per mole



The following is a quantum chemistry calculation of C21H35N5O2 in the gas phase in a non-equilibrium geometry, from OMol25.

```
63
Properties=species:S:1:pos:R:3:forces:R:3:nbo_charge:R:1
C 4.93219 3.15666 0.25149 -0.1610 -0.0584 0.1871 -0.5989
C 3.52876 3.24747 0.83859 0.0595 0.1071 -0.3387 -0.3954
C 2.56850 3.95895 -0.11286 -0.1005 0.0025 0.3485 -0.3956
C 1.18225 4.20968 0.48381 0.0572 -0.1614 -0.0598 -0.3921
C 0.41835 2.95210 0.89659 0.0100 0.1375 -0.2480 -0.4033
C 0.13488 2.02589 -0.28863 0.4040 0.5549 0.1394 -0.2310
N -0.67469 0.90436 0.11658 -0.2371 -0.4926 0.1120 -0.3017
C -0.29615 -0.25983 0.69422 -0.0520 0.3155 -0.1128 0.3942
C 1.12020 -0.70072 0.89503 0.1852 -0.0767 -0.0454 -0.2529
N 1.58984 -1.70632 -0.03358 -0.0671 0.2319 0.0224 -0.4525
C 1.82009 -1.28134 -1.39285 0.0040 0.0665 -0.2735 -0.2136
C 0.57159 -1.25625 -2.29348 0.0794 0.0186 0.1164 -0.4268
C -0.34940 -2.43686 -1.95706 0.0076 -0.0977 -0.0791 -0.4059
C 0.42647 -3.53920 -1.24241 -0.2643 0.2320 0.1539 -0.4071
C 0.95834 -3.02175 0.09819 0.4329 -0.4831 0.2126 -0.0543
C 1.98280 -3.98185 0.72397 -0.4252 -0.0357 0.0653 -0.3890
C 1.37643 -5.31387 1.14586 0.1844 0.1364 -0.0846 -0.6107
N -1.33112 -1.02386 1.01384 -0.4226 -0.3233 0.3031 -0.5177
C -2.42067 -0.32755 0.63231 0.7577 1.0492 -0.4492 0.3604
C -2.05247 0.88638 0.07453 -0.3476 -0.6788 0.2516 -0.0963
C -3.00746 1.82077 -0.43063 0.2365 -0.1198 0.0575 0.6577
O -2.77799 2.89686 -0.95409 0.1175 0.1398 -0.0264 -0.6284
N -4.31213 1.34671 -0.25712 -0.1361 0.1954 -0.0973 -0.4528
C -5.39869 2.19673 -0.71553 -0.2154 0.2100 -0.1077 -0.4166
C -4.71366 0.13927 0.29808 0.0763 -0.2204 0.1099 0.7943
O -5.88763 -0.15114 0.38199 -0.3050 0.0117 -0.0280 -0.6330
N -3.72126 -0.70660 0.74459 -0.0768 -0.0157 0.0206 -0.4115
C -4.05858 -1.98854 1.32198 -0.1367 -0.2403 0.1121 -0.4122
H 4.91812 2.61044 -0.68951 0.0519 -0.0503 -0.1120 0.2005
H 5.33232 4.15028 0.06263 0.0828 0.0891 -0.0458 0.2021
H 5.60151 2.64154 0.93645 0.1359 -0.0399 -0.0024 0.2095
H 3.56552 3.79126 1.78518 -0.0647 -0.0397 0.0906 0.1969
H 3.17008 2.23805 1.04993 -0.0585 -0.0344 0.1074 0.1865
H 2.99887 4.92762 -0.37805 0.0381 -0.0079 -0.1027 0.2054
H 2.48026 3.38548 -1.03768 0.0576 0.0047 -0.1170 0.1903
H 0.58057 4.75553 -0.24589 -0.0622 0.0957 0.0400 0.2089
H 1.29027 4.84580 1.36516 -0.0322 0.0859 -0.0220 0.2057
H -0.53917 3.25552 1.32584 -0.0160 -0.0840 0.0421 0.2191
H 0.96907 2.40801 1.66656 -0.0294 -0.0642 0.0531 0.1981
H 1.06394 1.65326 -0.72297 -0.0743 -0.0166 -0.0443 0.2042
H -0.42511 2.57586 -1.04863 0.1270 -0.1201 0.0156 0.2501
H 1.79254 0.15785 0.83036 -0.0090 0.0106 0.1132 0.2081
H 1.20070 -1.12484 1.90037 -0.0295 0.1686 -0.0075 0.2271
H 2.54836 -1.97895 -1.81837 0.0223 0.1290 -0.0810 0.1948
H 2.29575 -0.29717 -1.37353 0.0897 -0.0413 -0.0219 0.1953
H 0.02876 -0.31748 -2.17447 0.0065 0.0520 -0.0698 0.1999
H 0.89873 -1.31205 -3.33337 0.0001 0.0541 -0.0444 0.2071
H -0.80922 -2.82823 -2.86609 -0.0643 0.0282 0.0291 0.2103
H -1.15445 -2.10713 -1.29755 -0.0290 -0.0223 -0.0496 0.2053
H 1.24879 -3.88522 -1.87159 0.0767 -0.1161 -0.0184 0.1932
H -0.23411 -4.38652 -1.05790 0.0762 -0.0859 -0.0149 0.2175
H 0.10410 -2.92514 0.77859 0.0640 -0.0846 -0.1026 0.2157
H 2.79286 -4.15100 0.01208 0.0990 0.0895 -0.0412 0.1934
H 2.41303 -3.48825 1.59737 0.0660 0.0501 -0.0072 0.2000
H 0.53424 -5.15164 1.81503 -0.1268 -0.0415 0.0920 0.2011
H 2.11673 -5.91718 1.66634 -0.0029 -0.1258 0.0522 0.2107
H 1.02795 -5.87601 0.28347 -0.0757 -0.1302 -0.0543 0.2004
H -6.05901 2.43312 0.11829 0.0023 -0.0112 -0.0668 0.2135
H -4.95637 3.10357 -1.12121 -0.0769 -0.1062 0.0452 0.2420
H -5.97645 1.67913 -1.48078 -0.0033 0.0451 0.0481 0.2132
H -3.65515 -2.79072 0.70328 -0.0203 -0.0247 0.0427 0.2064
H -3.62941 -2.06292 2.32068 -0.0235 -0.0457 -0.0145 0.2115
H -5.14344 -2.05799 1.36658 0.1379 -0.0148 0.0070 0.2490
```
Forces are in eV/Å.

Electronic energy: -1245.53699 Ha
Maximum force: 0.027 Eh/bohr
Energy relative to the best compared isomer or geometry (same formula, charge and spin): 2.8 kcal per mole



The following is a quantum chemistry calculation of C6H10O in the gas phase, from OMol25.

```
17
Properties=species:S:1:pos:R:3:forces:R:3:nbo_charge:R:1
C -0.32263 -0.77395 2.43650 0.1000 0.1913 -0.4000 -0.2216
C -0.08549 -0.24027 1.38282 -0.0681 -0.2227 0.4363 -0.0508
C 0.12776 0.51240 0.12509 0.1633 -0.1420 -0.0379 0.1679
C 1.43051 1.31490 0.20115 0.0828 0.0516 0.0195 -0.6090
O -0.97614 1.39590 -0.06130 -0.1283 0.1956 0.1651 -0.7057
C 0.13123 -0.40643 -1.10489 0.0614 -0.0289 -0.0397 -0.3924
C -1.04039 -1.38006 -1.15564 -0.0604 -0.0147 0.0127 -0.6141
H -0.54803 -1.24843 3.36626 0.0780 0.0567 -0.1643 0.2382
H 1.45286 1.94045 1.09924 -0.0435 -0.0772 -0.1151 0.2132
H 2.30064 0.65260 0.22552 -0.1184 0.0511 0.0298 0.2161
H 1.50150 1.96331 -0.67778 -0.0325 -0.1231 0.0945 0.2206
H -1.14405 1.83533 0.78253 -0.0339 -0.0259 -0.1581 0.4737
H 0.10786 0.26112 -1.97576 0.0277 -0.0849 0.1418 0.2157
H 1.08236 -0.95005 -1.13670 -0.1166 0.0688 0.0310 0.2056
H -1.08609 -1.87984 -2.12810 0.0176 0.0571 0.1333 0.2112
H -1.98341 -0.84952 -0.99865 0.0921 -0.0655 -0.0416 0.2207
H -0.94849 -2.14746 -0.38029 -0.0213 0.1126 -0.1074 0.2108
```
Forces are in eV/Å.

Electronic energy: -309.79017 Ha
Maximum force: 0.010 Eh/bohr
Energy relative to the best compared isomer or geometry (same formula, charge and spin): 32.8 kcal per mole